(1)
C20H21N5O2 | ωB97M-V with the def2-TZVPD basis set

Each line ends with the Löwdin charge.
Cartesian coordinates (Å):
C (-3.08, 3.62, 3.67)  -0.053
C (-2.91, 2.33, 2.91)  -0.218
C (-3.82, 2.01, 1.95)  -0.033
C (-3.71, 0.73, 1.21)  -0.045
C (-2.64, -0.09, 1.38)  -0.026
N (-1.67, 0.28, 2.33)  0.070
C (-0.57, -0.41, 2.82)  -0.222
C (0.01, -1.67, 2.26)  -0.353
N (1.01, -1.45, 1.22)  0.140
C (0.79, -1.44, -0.14)  -0.391
O (-0.35, -1.67, -0.50)  0.070
C (1.93, -1.11, -1.03)  -0.083
N (3.15, -0.91, -0.46)  0.117
C (4.17, -0.53, -1.25)  -0.126
C (4.05, -0.36, -2.62)  -0.007
C (2.80, -0.51, -3.26)  -0.118
C (1.74, -0.88, -2.43)  -0.167
O (0.52, -1.01, -3.03)  -0.042
C (-0.02, 0.26, -3.42)  -0.161
C (0.38, 0.57, -4.89)  -0.167
N (1.85, 0.81, -5.05)  -0.067
C (2.69, -0.33, -4.75)  -0.170
C (-0.77, -2.96, 2.24)  -0.061
C (0.36, -2.78, 3.23)  -0.060
N (-0.08, 0.21, 3.87)  0.122
C (-0.80, 1.35, 4.06)  -0.084
C (-1.79, 1.41, 3.12)  -0.168
H (-2.18, 4.25, 3.54)  0.085
H (-3.16, 3.45, 4.75)  0.086
H (-3.95, 4.17, 3.28)  0.083
H (-4.59, 2.71, 1.74)  0.086
H (-4.42, 0.48, 0.44)  0.091
H (-2.55, -0.97, 0.74)  0.120
H (1.91, -1.07, 1.53)  0.138
H (5.16, -0.38, -0.85)  0.101
H (4.95, -0.11, -3.14)  0.101
H (0.31, 1.09, -2.77)  0.135
H (-1.10, 0.25, -3.36)  0.119
H (0.12, -0.36, -5.46)  0.127
H (-0.26, 1.41, -5.25)  0.121
H (2.14, 1.65, -4.52)  0.123
H (2.31, -1.23, -5.24)  0.133
H (3.70, -0.11, -5.16)  0.122
H (-1.76, -2.99, 2.68)  0.109
H (-0.61, -3.72, 1.46)  0.114
H (1.28, -3.31, 3.04)  0.103
H (0.10, -2.68, 4.26)  0.100
H (-0.65, 2.03, 4.89)  0.107

Summary:
ΔE to the lowest compared entry with this formula, charge and spin = 38.7 kcal per mole
net charge = 0
HOMO level = -7.56 eV
F_max = 0.0567 Eh/bohr

(2)
C48H47F4N7O6SSc | ωB97M-V with the def2-TZVPD basis set

Each line ends with the Löwdin spin population.
Cartesian coordinates (Å):
Sc (0.09, -0.17, 0.89)  0.006
C (-7.50, -0.89, -1.75)  0.003
C (-7.23, -1.00, -0.25)  0.003
N (-5.83, -1.20, 0.02)  0.032
C (-5.09, -0.16, 0.52)  0.098
C (-3.74, -0.16, 0.58)  0.000
C (-2.99, 0.93, 1.35)  -0.004
O (-3.65, 1.84, 1.85)  -0.004
O (-1.74, 0.77, 1.45)  -0.002
C (-2.99, -1.27, 0.04)  0.129
O (-1.76, -1.23, -0.22)  0.105
C (-3.79, -2.45, -0.19)  0.061
C (-3.14, -3.69, -0.38)  0.162
C (-3.88, -4.83, -0.56)  0.021
F (-3.23, -6.03, -0.66)  -0.009
C (-5.27, -4.80, -0.66)  0.164
C (-5.92, -3.57, -0.49)  0.109
C (-5.20, -2.41, -0.22)  0.018
N (-6.08, -5.94, -0.96)  0.026
C (-5.46, -6.98, -1.75)  0.006
C (-6.56, -7.88, -2.33)  0.002
N (-7.30, -8.46, -1.18)  0.001
C (-7.92, -7.39, -0.36)  0.002
C (-6.81, -6.49, 0.16)  0.013
H (-8.57, -0.75, -1.93)  0.000
H (-7.19, -1.80, -2.27)  0.002
H (-6.95, -0.05, -2.16)  0.001
H (-7.82, -1.83, 0.17)  0.003
H (-7.53, -0.08, 0.26)  0.001
H (-5.64, 0.69, 0.90)  0.008
H (-2.07, -3.70, -0.33)  0.012
H (-7.00, -3.56, -0.58)  0.011
H (-4.77, -7.62, -1.18)  0.001
H (-4.90, -6.52, -2.56)  0.001
H (-6.12, -8.68, -2.93)  0.001
H (-7.25, -7.30, -2.95)  0.000
H (-6.60, -8.93, -0.59)  0.001
H (-7.99, -9.15, -1.49)  0.001
H (-8.49, -7.84, 0.45)  0.001
H (-8.60, -6.82, -1.00)  0.001
H (-6.16, -7.07, 0.85)  0.002
H (-7.24, -5.66, 0.73)  0.002
C (1.97, 6.51, 1.39)  0.000
O (1.79, 6.88, 0.04)  0.000
C (2.60, 6.22, -0.87)  0.000
C (3.56, 6.95, -1.56)  0.000
C (4.37, 6.34, -2.50)  0.000
C (4.21, 4.99, -2.76)  0.000
C (3.25, 4.26, -2.11)  0.000
C (2.43, 4.85, -1.15)  0.000
N (1.43, 4.13, -0.50)  0.000
C (1.47, 2.78, -0.14)  0.000
N (2.71, 2.32, 0.08)  0.000
C (3.23, 1.01, 0.20)  0.000
C (2.46, -0.09, 0.61)  0.000
C (3.23, -1.27, 0.69)  0.000
C (4.57, -1.36, 0.38)  0.000
C (5.28, -0.24, -0.04)  0.000
C (4.60, 0.96, -0.12)  0.000
O (5.17, 2.16, -0.53)  0.000
C (6.56, 2.23, -0.68)  0.000
N (0.39, 2.08, -0.02)  0.000
C (-0.82, 2.78, -0.23)  0.000
C (-1.54, 2.65, -1.41)  0.000
C (-2.73, 3.35, -1.59)  0.000
C (-3.20, 4.18, -0.59)  0.000
C (-2.50, 4.30, 0.60)  0.000
C (-1.32, 3.61, 0.79)  0.000
O (-0.56, 3.68, 1.93)  0.000
C (-1.26, 3.98, 3.12)  0.000
H (1.42, 7.24, 1.98)  0.000
H (3.03, 6.54, 1.68)  0.000
H (1.57, 5.51, 1.61)  0.000
H (3.67, 7.99, -1.32)  0.000
H (5.12, 6.91, -3.02)  0.000
H (4.84, 4.50, -3.49)  0.000
H (3.12, 3.21, -2.34)  0.000
H (0.57, 4.62, -0.30)  0.000
H (3.45, 3.00, -0.04)  0.000
H (2.74, -2.19, 1.01)  0.000
H (5.10, -2.31, 0.47)  0.000
H (6.32, -0.32, -0.30)  0.000
H (7.08, 1.99, 0.25)  0.000
H (6.78, 3.26, -0.96)  0.000
H (6.92, 1.57, -1.48)  0.000
H (-1.17, 1.99, -2.18)  0.000
H (-3.27, 3.25, -2.52)  0.000
H (-4.12, 4.73, -0.72)  0.000
H (-2.89, 4.93, 1.38)  0.000
H (-0.61, 3.67, 3.94)  0.000
H (-2.20, 3.43, 3.15)  0.000
H (-1.44, 5.06, 3.20)  0.000
F (-0.38, -7.28, -4.45)  0.000
C (0.41, -6.19, -4.46)  0.000
F (-0.15, -5.36, -5.37)  0.000
F (1.58, -6.58, -5.01)  0.000
C (0.56, -5.56, -3.12)  0.001
C (-0.16, -6.03, -2.02)  0.000
C (-0.09, -5.36, -0.82)  0.003
C (0.67, -4.19, -0.69)  0.000
C (1.48, -3.81, -1.77)  0.001
C (1.41, -4.46, -2.98)  0.000
C (0.52, -3.31, 0.40)  0.003
C (0.27, -2.39, 1.18)  -0.001
H (-0.78, -6.90, -2.13)  0.000
H (-0.66, -5.72, 0.02)  0.000
H (2.15, -2.96, -1.65)  0.000
H (1.99, -4.12, -3.82)  0.000
S (-0.47, 0.87, 4.51)  0.001
C (0.18, 0.30, 3.23)  0.001
N (0.46, -0.48, -1.72)  0.001
H (-0.50, -0.66, -2.03)  0.001
H (0.94, -1.37, -1.75)  0.000
H (0.91, 0.15, -2.38)  0.000

Summary:
ΔE to the lowest compared entry with this formula, charge and spin = 85.5 kcal per mole
net charge = 0
spin multiplicity = 2
HOMO level (spin up / spin down) = -3.65 / -6.82 eV
F_max = 0.0487 Eh/bohr

(3)
C30H72Cl2InO30P5 | ωB97M-V with the def2-TZVPD basis set

Each line ends with the Löwdin charge.
Cartesian coordinates (Å):
In (15.76, -3.35, 14.11)  1.491
C (15.91, 1.07, 16.57)  0.028
C (16.30, -0.27, 15.88)  -0.762
O (16.87, -0.25, 14.80)  -0.020
O (15.98, -1.36, 16.40)  -0.024
H (14.98, 1.04, 17.13)  0.060
H (15.84, 1.82, 15.78)  0.069
H (16.75, 1.28, 17.23)  0.075
C (15.05, -7.13, 17.45)  0.006
C (15.34, -6.10, 16.35)  -0.709
O (14.77, -6.09, 15.25)  -0.019
O (16.22, -5.22, 16.59)  -0.033
H (14.83, -6.61, 18.37)  0.076
H (15.94, -7.67, 17.77)  0.073
H (14.21, -7.78, 17.20)  0.077
C (13.44, 0.21, 11.28)  -0.010
C (14.15, -0.82, 12.12)  -0.725
O (15.04, -1.55, 11.63)  -0.016
O (13.69, -1.06, 13.28)  -0.031
H (12.36, 0.18, 11.37)  0.061
H (13.56, 0.06, 10.21)  0.082
H (13.64, 1.27, 11.49)  0.049
C (16.90, 1.98, 12.39)  -0.903
Cl (15.60, 3.23, 12.46)  0.499
Cl (18.11, 2.33, 11.02)  0.473
H (17.45, 1.96, 13.33)  0.014
H (16.44, 1.01, 12.20)  0.005
C (21.44, -4.10, 14.17)  -0.096
O (21.07, -4.18, 15.52)  -0.201
P (19.79, -3.31, 16.09)  0.505
O (18.57, -3.38, 15.28)  -0.252
O (19.52, -3.94, 17.56)  -0.202
C (18.30, -3.71, 18.18)  -0.143
O (20.37, -1.80, 16.30)  -0.228
C (19.61, -0.75, 16.90)  -0.084
H (22.48, -3.79, 14.07)  0.095
H (20.89, -3.32, 13.65)  0.064
H (21.33, -5.08, 13.70)  0.088
H (17.60, -3.19, 17.53)  0.059
H (18.43, -3.04, 19.03)  0.090
H (17.83, -4.63, 18.52)  0.086
H (18.58, -1.00, 17.13)  0.074
H (19.73, 0.08, 16.19)  0.090
H (20.07, -0.43, 17.83)  0.090
C (10.36, -1.39, 13.65)  -0.094
O (9.37, -0.78, 14.42)  -0.224
P (7.86, -1.01, 14.07)  0.435
O (7.41, -2.41, 14.06)  -0.225
O (7.08, -0.12, 15.18)  -0.234
C (5.61, -0.19, 15.20)  -0.067
O (7.70, -0.12, 12.67)  -0.245
C (8.16, 1.18, 12.57)  -0.123
H (10.98, -0.51, 13.48)  0.095
H (10.05, -1.86, 12.73)  0.089
H (10.93, -2.11, 14.25)  0.088
H (5.28, 0.79, 14.84)  0.082
H (5.24, -0.28, 16.22)  0.085
H (5.23, -1.00, 14.58)  0.082
H (7.22, 1.73, 12.61)  0.092
H (8.74, 1.24, 11.65)  0.096
H (8.73, 1.42, 13.46)  0.085
C (15.90, -8.43, 11.35)  -0.106
O (14.96, -7.56, 10.75)  -0.235
P (15.41, -6.00, 10.38)  0.590
O (15.84, -5.21, 11.56)  -0.243
O (16.68, -6.19, 9.29)  -0.254
C (17.26, -5.00, 8.69)  -0.089
O (14.17, -5.40, 9.44)  -0.235
C (13.57, -6.27, 8.48)  -0.104
H (16.35, -9.14, 10.65)  0.093
H (15.51, -9.01, 12.19)  0.096
H (16.77, -7.93, 11.77)  0.065
H (17.07, -4.97, 7.61)  0.089
H (18.33, -5.13, 8.84)  0.079
H (17.09, -4.04, 9.18)  0.076
H (12.66, -5.78, 8.13)  0.086
H (13.26, -7.23, 8.90)  0.089
H (14.16, -6.30, 7.56)  0.089
C (17.56, -0.79, 9.56)  -0.109
O (18.47, -1.86, 9.81)  -0.219
P (19.00, -2.06, 11.30)  0.448
O (17.95, -2.46, 12.28)  -0.248
O (20.24, -3.04, 11.12)  -0.227
C (21.19, -2.71, 10.12)  -0.098
O (19.73, -0.65, 11.63)  -0.252
C (20.21, -0.34, 12.97)  -0.060
H (18.17, -0.03, 9.07)  0.077
H (17.14, -0.31, 10.45)  0.042
H (16.71, -1.08, 8.95)  0.096
H (20.82, -3.10, 9.17)  0.090
H (22.18, -3.13, 10.31)  0.092
H (21.40, -1.64, 10.05)  0.090
H (19.72, 0.57, 13.31)  0.076
H (21.27, -0.10, 12.88)  0.091
H (20.07, -1.12, 13.71)  0.065
C (11.83, -3.12, 10.77)  -0.088
O (11.03, -3.85, 11.69)  -0.230
P (11.82, -4.84, 12.76)  0.511
O (13.24, -4.50, 12.97)  -0.246
O (10.89, -4.78, 14.05)  -0.232
C (9.51, -5.10, 14.00)  -0.080
O (11.54, -6.35, 12.20)  -0.214
C (12.17, -7.41, 12.78)  -0.142
H (12.80, -3.61, 10.65)  0.068
H (11.95, -2.13, 11.20)  0.070
H (11.41, -3.17, 9.77)  0.095
H (9.29, -6.02, 14.55)  0.095
H (9.15, -5.29, 12.99)  0.091
H (9.00, -4.21, 14.36)  0.070
H (11.96, -8.29, 12.18)  0.094
H (11.85, -7.54, 13.82)  0.100
H (13.24, -7.30, 12.63)  0.074
O (17.93, -5.30, 13.45)  0.041
C (18.78, -6.12, 13.20)  -0.578
O (19.28, -7.01, 13.99)  0.010
C (18.99, -7.08, 15.42)  -0.160
C (19.99, -8.00, 16.13)  -0.057
C (19.36, -6.35, 11.82)  0.046
H (18.02, -7.52, 15.65)  0.120
H (19.01, -6.07, 15.81)  0.099
H (19.91, -9.05, 15.85)  0.071
H (20.07, -7.86, 17.21)  0.082
H (20.99, -7.83, 15.71)  0.070
H (18.52, -6.78, 11.28)  0.068
H (20.14, -7.09, 11.98)  0.087
H (19.85, -5.50, 11.35)  0.074
O (13.25, -3.25, 15.82)  0.026
C (12.39, -3.35, 16.67)  -0.620
O (11.78, -2.43, 17.23)  0.068
C (12.02, -1.02, 16.89)  -0.154
C (12.25, -0.25, 18.15)  -0.076
C (11.94, -4.73, 17.05)  0.036
H (11.11, -0.70, 16.38)  0.116
H (12.88, -0.84, 16.25)  0.119
H (13.08, -0.62, 18.74)  0.085
H (11.40, -0.28, 18.84)  0.076
H (12.46, 0.81, 17.98)  0.078
H (12.38, -4.90, 18.03)  0.092
H (12.29, -5.41, 16.28)  0.078
H (10.86, -4.69, 17.21)  0.089

Summary:
net charge = 0
HOMO level = -8.63 eV
F_max = 0.1184 Eh/bohr